[1]
{
  "formula": "C26H32N4O3",
  "method": "ωB97M-V with the def2-TZVPD basis set",
  "total_energy_ha": -1454.8005,
  "largest_force_ha_per_bohr": 0.01359,
  "smiles": "CC(C)CN(C(=O)C(c1ccccc1)c1ccccc1)c1c(N)n(CC(C)C)c(=O)[nH]c1=O",
  "relative_energy_kcal_mol": 7.99,
  "homo_lumo_gap_ha": 0.326,
  "lumo_energy_ev": 0.3,
  "elements": ["C", "C", "C", "C", "N", "C", "O", "C", "C", "C", "C", "C", "C", "C", "C", "C", "C", "C", "C", "C", "C", "C", "N", "N", "C", "C", "C", "C", "C", "O", "N", "C", "O", "H", "H", "H", "H", "H", "H", "H", "H", "H", "H", "H", "H", "H", "H", "H", "H", "H", "H", "H", "H", "H", "H", "H", "H", "H", "H", "H", "H", "H", "H", "H", "H"],
  "xyz": [[-0.847405, -2.933759, -2.371441], [0.409338, -2.171195, -2.778370], [1.646101, -2.759992, -2.102682], [0.254458, -0.663990, -2.511583], [-0.257782, -0.305565, -1.194406], [-1.568445, 0.047905, -1.080094], [-2.307048, 0.076961, -2.043078], [-2.020320, 0.459777, 0.319813], [-2.963342, 1.635271, 0.209694], [-4.250696, 1.481427, -0.285805], [-5.086852, 2.576598, -0.407420], [-4.650444, 3.835795, -0.032306], [-3.368895, 3.996280, 0.464422], [-2.530692, 2.901705, 0.580422], [-2.670425, -0.703323, 1.037045], [-2.570882, -0.776625, 2.420083], [-3.167758, -1.812421, 3.113882], [-3.871112, -2.789327, 2.430981], [-3.974196, -2.721682, 1.053303], [-3.380024, -1.683318, 0.358464], [0.639482, -0.343528, -0.096577], [1.557840, 0.670094, 0.053599], [1.594286, 1.700499, -0.841427], [2.481523, 0.649214, 1.067413], [3.569861, 1.610947, 1.132687], [4.615332, 1.406763, 0.026032], [5.728831, 2.435509, 0.203191], [5.174991, -0.012109, 0.080762], [2.472652, -0.347478, 2.039787], [3.259876, -0.361681, 2.956482], [1.499881, -1.291020, 1.889954], [0.559922, -1.415883, 0.861383], [-0.210461, -2.351068, 0.857517], [-1.726106, -2.481847, -2.824675], [-0.780694, -3.969464, -2.695779], [-0.964467, -2.919417, -1.290264], [0.544320, -2.262695, -3.863432], [2.531674, -2.164735, -2.321532], [1.817697, -3.771322, -2.463868], [1.511609, -2.810002, -1.026753], [-0.466781, -0.257864, -3.226097], [1.222071, -0.172307, -2.655340], [-1.147823, 0.775527, 0.901603], [-4.594772, 0.503391, -0.579652], [-6.085814, 2.446340, -0.796862], [-5.305651, 4.689423, -0.125734], [-3.019827, 4.975164, 0.761047], [-1.529117, 3.035172, 0.970370], [-2.017543, -0.018019, 2.957974], [-3.078435, -1.859618, 4.189761], [-4.331704, -3.603209, 2.971635], [-4.515391, -3.484678, 0.513073], [-3.457396, -1.646308, -0.717347], [2.049124, 2.556261, -0.573793], [0.762279, 1.803624, -1.402402], [3.171474, 2.630645, 1.113070], [4.043718, 1.451984, 2.104759], [4.146033, 1.557460, -0.952022], [6.225479, 2.292754, 1.159749], [6.468232, 2.329606, -0.586010], [5.334415, 3.448924, 0.167703], [5.583383, -0.221159, 1.066514], [4.399384, -0.745358, -0.130513], [5.965116, -0.133220, -0.655870], [1.477913, -2.015829, 2.598974]],
  "forces_ev_per_a": [[0.0842, 0.0939, -0.1756], [0.0130, 0.0998, 0.1939], [-0.1327, 0.0711, -0.1796], [-0.0946, -0.2264, -0.5455], [0.6921, -0.0772, 0.0565], [-0.0121, 0.3384, 0.2364], [-0.2771, -0.0984, -0.0445], [-0.2237, 0.0612, -0.0816], [0.1006, 0.1469, 0.0200], [-0.0348, 0.0547, 0.0214], [-0.0585, -0.0752, -0.0215], [0.0117, 0.1296, 0.0197], [-0.0405, 0.1732, -0.0062], [0.0434, -0.1127, 0.0070], [0.0181, -0.0716, 0.1102], [-0.0266, 0.0292, -0.0528], [0.0177, 0.0182, 0.1146], [-0.0459, -0.1037, 0.0564], [-0.0543, -0.0588, -0.0037], [0.0186, 0.0187, -0.0070], [-0.0664, 0.1286, -0.0439], [-0.4667, -0.4511, -0.2351], [0.0447, 0.0233, 0.2469], [-0.0356, 0.1706, -0.0256], [0.4238, 0.1835, -0.1777], [0.0949, -0.0172, 0.1427], [-0.2695, -0.1149, -0.1045], [-0.1524, 0.1812, -0.0750], [-0.2041, -0.0285, 0.0027], [0.2383, -0.0784, 0.2387], [-0.0994, -0.3817, 0.2571], [0.3149, 0.2462, -0.0141], [0.0319, -0.0862, -0.0289], [-0.1565, -0.0057, -0.0490], [-0.0111, -0.1392, -0.0221], [-0.0444, -0.0171, 0.0764], [-0.0071, 0.0590, 0.0538], [0.1404, 0.0311, -0.0083], [0.0628, -0.1314, 0.0110], [0.0269, -0.0614, 0.1318], [0.1951, -0.0029, 0.0498], [-0.0526, 0.0208, 0.0015], [-0.1913, -0.0322, -0.0900], [-0.0498, -0.0896, -0.0316], [-0.0816, -0.0176, -0.0341], [-0.0559, 0.0602, -0.0042], [0.0141, 0.0685, 0.0265], [0.0815, -0.0255, 0.0384], [0.0574, 0.0834, 0.0353], [0.0025, -0.0073, 0.0771], [-0.0354, -0.0610, 0.0367], [-0.0438, -0.0610, -0.0438], [0.0059, 0.0084, -0.1255], [-0.0084, -0.0190, -0.0148], [0.0108, -0.0183, 0.0004], [-0.0037, -0.0339, 0.0638], [-0.1136, 0.1368, -0.1520], [0.0365, 0.0041, 0.0659], [0.1020, 0.0070, 0.1395], [0.1014, 0.0248, -0.0562], [0.0175, 0.1577, 0.0117], [0.0733, -0.0566, 0.1281], [-0.0280, -0.1495, -0.0201], [0.0683, -0.0552, -0.0799], [0.0338, 0.1363, -0.1177]],
  "mulliken_charge": [-1.37, 0.77, -1.42, -1.48, 1.45, -0.78, -0.66, 1.97, -0.35, -0.17, -0.94, -0.46, -0.91, -0.25, -0.52, 0.11, -1.02, -0.45, -1.23, 0.34, 0.09, -0.11, -0.25, 0.14, -2.20, 1.43, -1.66, -1.42, 0.49, -0.65, 0.03, -0.61, -0.66, 0.28, 0.54, 0.12, 0.47, 0.37, 0.48, 0.17, 0.58, 0.37, 0.97, 0.38, 0.40, 0.39, 0.40, 0.42, 0.44, 0.42, 0.42, 0.40, 0.48, 0.27, 0.26, 0.35, 0.65, 0.23, 0.36, 0.40, 0.40, 0.32, 0.18, 0.48, 0.31]
}

[2]
{
  "formula": "C26H32N4O6",
  "method": "ωB97M-V with the def2-TZVPD basis set",
  "total_energy_ha": -1680.3828,
  "largest_force_ha_per_bohr": 0.02377,
  "smiles": "COc1cc(OC)c([C@H]2C(C#N)=C(N)Oc3cc(C)n(CCCN4CCOCC4)c(=O)c32)cc1OC",
  "relative_energy_kcal_mol": 76.86,
  "homo_lumo_gap_ha": 0.290,
  "lumo_energy_ev": 0.5,
  "elements": ["C", "O", "C", "C", "C", "O", "C", "C", "C", "C", "C", "N", "C", "N", "O", "C", "C", "C", "C", "N", "C", "C", "C", "N", "C", "C", "O", "C", "C", "C", "O", "C", "C", "C", "O", "C", "H", "H", "H", "H", "H", "H", "H", "H", "H", "H", "H", "H", "H", "H", "H", "H", "H", "H", "H", "H", "H", "H", "H", "H", "H", "H", "H", "H", "H", "H", "H", "H"],
  "xyz": [[-0.431284, -4.456449, -2.413459], [-0.311878, -4.226971, -1.033867], [0.404111, -3.146287, -0.610475], [1.006164, -2.223652, -1.449907], [1.706502, -1.136244, -0.934176], [2.289308, -0.172008, -1.718607], [2.269213, -0.325068, -3.112934], [1.827114, -0.986343, 0.446519], [2.547708, 0.208018, 1.039577], [3.971671, 0.309346, 0.541023], [4.887240, -0.660081, 0.956693], [5.657096, -1.436819, 1.316119], [4.359796, 1.269076, -0.331076], [5.594077, 1.329903, -0.917248], [3.558869, 2.283814, -0.753728], [2.294369, 2.350268, -0.245091], [1.503384, 3.435102, -0.685805], [0.223576, 3.566735, -0.236087], [-0.642003, 4.685511, -0.727232], [-0.271191, 2.690904, 0.676173], [-1.645961, 2.742645, 1.141841], [-2.527215, 1.800680, 0.318781], [-3.956949, 1.772461, 0.854722], [-4.818733, 0.956318, 0.017393], [-4.614915, -0.469616, 0.224885], [-5.479093, -1.249066, -0.765057], [-6.844883, -0.938363, -0.616453], [-7.052820, 0.442532, -0.784971], [-6.227427, 1.259532, 0.209553], [0.468119, 1.603385, 1.173344], [-0.036153, 0.863500, 2.005369], [1.795508, 1.452056, 0.648191], [1.224841, -1.915953, 1.283011], [0.506481, -2.987194, 0.785064], [-0.131764, -3.925654, 1.542031], [-0.106283, -3.768453, 2.939139], [0.545766, -4.606575, -2.885942], [-1.018236, -5.368695, -2.508940], [-0.956744, -3.637452, -2.917877], [0.920799, -2.344377, -2.516367], [1.248113, -0.300367, -3.509741], [2.825684, 0.524840, -3.506787], [2.761021, -1.252097, -3.425400], [2.532629, 0.100289, 2.130870], [6.316448, 0.756515, -0.515093], [5.868455, 2.219983, -1.297887], [1.919802, 4.128395, -1.395459], [-0.881459, 5.374909, 0.082100], [-0.115443, 5.239203, -1.498866], [-1.573371, 4.309235, -1.145097], [-2.019696, 3.764689, 1.113305], [-1.636338, 2.392089, 2.178050], [-2.085574, 0.805702, 0.371727], [-2.547158, 2.109293, -0.728042], [-4.355965, 2.791470, 0.845121], [-3.951251, 1.422065, 1.901017], [-3.567098, -0.717532, 0.056634], [-4.886910, -0.764094, 1.254087], [-5.387497, -2.322630, -0.593600], [-5.153946, -1.011060, -1.789352], [-8.119986, 0.614205, -0.633580], [-6.774364, 0.739577, -1.807755], [-6.391832, 2.323829, 0.026286], [-6.558643, 1.020244, 1.235857], [1.314536, -1.768020, 2.345892], [0.911717, -3.849114, 3.335037], [-0.538716, -2.809629, 3.243066], [-0.711616, -4.582146, 3.336094]],
  "forces_ev_per_a": [[-0.0108, -0.0213, -0.2266], [0.1424, 0.2118, 0.3705], [-0.0843, -0.0984, 0.2783], [-0.0495, -0.0278, -0.2806], [0.0483, -0.0137, 0.3363], [-0.1285, -0.1541, 0.3476], [-0.0086, -0.0096, -0.2372], [0.1113, 0.0584, -0.2428], [-0.1664, 0.0377, -0.2391], [-0.7234, 0.9777, -0.1221], [0.4618, -0.2427, 0.0924], [0.2317, -0.2375, 0.0510], [0.3638, -0.3273, 0.2967], [-0.4028, 0.1923, -0.1022], [0.2232, -0.2777, -0.1212], [-0.7578, -0.1223, 0.6844], [0.0741, -0.0326, -0.1205], [0.5178, 0.1595, -0.3122], [0.0256, -0.0285, 0.0915], [0.0646, -0.0751, 0.0870], [-0.4613, -0.3133, 0.1403], [-0.1061, 0.1500, 0.2904], [0.2392, -0.0028, -0.2271], [-0.0853, 0.0543, 0.0833], [-0.1519, -0.1507, -0.2695], [0.3555, -0.0722, 0.1279], [-0.1002, -0.1140, 0.0901], [-0.0584, 0.3825, 0.1402], [-0.1653, -0.1823, -0.2427], [0.1309, 0.3693, -0.1259], [-0.0130, -0.2669, 0.1749], [0.6055, 0.0071, -0.0911], [-0.1377, -0.2580, -0.1534], [-0.0475, -0.1200, -0.1172], [0.0251, 0.0168, -0.3582], [0.0103, 0.0185, 0.1787], [-0.0378, 0.0243, 0.0184], [0.0429, 0.0651, -0.0480], [0.0387, -0.0222, 0.0196], [-0.0238, -0.0388, -0.1085], [0.0404, -0.0232, 0.0096], [-0.0425, -0.0683, -0.0438], [-0.0321, 0.0224, 0.0069], [0.0075, 0.0333, -0.1468], [0.0203, 0.0016, -0.0043], [0.0424, -0.0213, 0.0686], [-0.0397, 0.1391, -0.0975], [-0.0671, 0.0455, 0.0192], [0.0217, -0.0007, -0.0214], [-0.0987, 0.0096, -0.0224], [0.0751, -0.0137, -0.0111], [-0.0234, 0.1903, -0.1430], [0.0510, -0.0064, -0.0405], [0.0000, 0.0070, -0.0462], [-0.0177, -0.0177, 0.0647], [-0.0519, 0.0497, 0.0121], [0.0084, -0.0647, 0.0285], [0.0469, 0.0043, -0.0230], [0.0609, 0.0602, -0.0406], [0.0068, -0.0513, 0.0751], [0.0657, 0.0511, -0.0424], [-0.0495, 0.0089, 0.0748], [-0.0272, -0.0097, 0.0305], [-0.0039, 0.0428, -0.0281], [-0.0311, 0.0190, 0.1459], [-0.0325, 0.0230, -0.0078], [0.0228, -0.0199, 0.0012], [0.0554, 0.0732, 0.0284]],
  "mulliken_charge": [-0.92, -0.46, 0.74, -0.59, 0.12, -0.14, -1.14, -0.60, -0.03, -0.46, -0.79, -0.63, 1.15, -0.55, -0.54, 1.22, -0.82, 1.09, -1.82, 0.26, -1.79, 0.41, -1.04, 0.13, -0.33, -0.79, -0.38, -0.66, -0.53, 0.19, -0.78, -0.47, 0.06, 0.80, -0.51, -0.88, 0.34, 0.24, 0.34, 0.58, 0.37, 0.28, 0.36, 0.95, 0.26, 0.23, 0.41, 0.36, 0.37, 0.33, 0.54, 0.36, 0.17, 0.16, 0.33, 0.32, 0.36, 0.28, 0.37, 0.36, 0.37, 0.35, 0.38, 0.33, 0.47, 0.33, 0.34, 0.24]
}